1.
Molecular formula: C15H30BCl2F4N3S5SeW
Method: DFT, the ωB97M-V functional and the def2-TZVPD basis

Max |F|   0.953 eV/Å
E_tot   -6557.689653 Eh
Charge   +2
2S+1   3
Molar mass   833.271 u
HOMO-LUMO gap (alpha / beta)   7.409 / 7.006 eV
Relative energy (zero: lowest compared OMol25 entry of this formula, charge and spin)   11.3 kcal/mol
E_LUMO (alpha / beta)   -6.45 / -7.39 eV

The geometry in XYZ format:
```
62
Properties=species:S:1:pos:R:3:lowdin_charge:R:1
W 1.02 -0.59 0.36 0.703
C 2.21 2.61 1.70 -0.457
C 2.74 1.65 2.74 -0.418
S 2.95 0.01 1.98 0.849
C 2.83 -1.04 3.45 -0.443
C 2.76 -2.48 2.99 -0.435
S 1.60 -2.76 1.63 0.939
C 0.03 -3.08 2.49 -0.440
C -0.59 -1.91 3.22 -0.425
S -0.94 -0.61 2.00 0.815
C -0.73 0.96 2.89 -0.431
C -0.57 2.07 1.86 -0.451
S 0.85 1.93 0.71 0.812
H 2.98 2.87 0.98 0.048
H 1.84 3.53 2.16 0.107
H 2.09 1.56 3.61 0.080
H 3.73 1.97 3.08 0.114
H 1.97 -0.74 4.05 0.072
H 3.73 -0.87 4.04 0.113
H 2.49 -3.15 3.80 0.110
H 3.73 -2.81 2.61 0.103
H 0.22 -3.91 3.18 0.110
H -0.63 -3.45 1.70 0.071
H 0.06 -1.52 4.01 0.078
H -1.54 -2.21 3.67 0.106
H 0.11 0.89 3.57 0.069
H -1.64 1.15 3.47 0.109
H -0.45 3.04 2.36 0.105
H -1.44 2.13 1.22 0.070
Se 3.02 -0.73 -1.24 0.778
C 3.81 0.89 -0.79 -0.755
N 4.27 1.91 -0.52 0.101
F 0.59 -2.12 -2.72 0.171
B 0.65 -3.10 -1.80 -1.175
F 0.11 -2.21 -0.36 -0.434
F -0.25 -4.07 -1.86 0.242
F 1.89 -3.43 -1.37 0.138
Cl -3.48 -3.06 -2.33 0.569
C -4.06 -3.56 -0.74 -0.955
Cl -3.35 -2.54 0.55 0.498
H -3.76 -4.58 -0.55 0.036
H -5.13 -3.42 -0.69 0.033
C -3.51 1.09 -1.92 -0.064
N -2.36 1.44 -2.75 -0.186
C -2.70 1.73 -4.15 -0.007
C -1.09 1.25 -2.37 -0.584
S -0.96 0.17 -0.98 0.699
N -0.11 1.88 -3.02 -0.180
C -0.26 3.24 -3.53 -0.014
C 1.22 1.31 -3.15 -0.066
H -4.37 1.63 -2.33 0.104
H -3.36 1.41 -0.90 0.073
H -3.70 0.02 -1.96 0.069
H -3.47 1.02 -4.45 0.109
H -1.83 1.58 -4.78 0.098
H -3.08 2.74 -4.26 0.107
H -1.18 3.68 -3.16 0.097
H -0.24 3.27 -4.61 0.105
H 0.59 3.82 -3.15 0.107
H 1.17 0.23 -3.04 0.029
H 1.91 1.74 -2.42 0.058
H 1.59 1.54 -4.15 0.116
```

***

2.
Molecular formula: C15H30BF13N4O9S2
Method: DFT, the ωB97M-V functional and the def2-TZVPD basis

Max |F|   5.409 eV/Å
E_tot   -3605.057604 Eh
Molar mass   732.344 u
HOMO-LUMO gap   2.614 eV
E_LUMO   -1.72 eV

The geometry in XYZ format:
```
74
Properties=species:S:1:pos:R:3:lowdin_charge:R:1
C -0.40 -1.38 -0.15 -0.720
F -0.57 -1.96 1.02 0.154
F 0.42 -2.17 -0.81 0.145
F -1.50 -1.21 -0.78 0.177
S 0.51 0.30 0.14 0.720
O -0.02 0.80 1.44 -0.298
O 1.90 -0.03 0.19 -0.309
N 0.21 1.25 -1.30 -0.300
S -0.83 2.25 -0.70 0.553
O -1.98 1.68 -0.05 -0.305
O -0.11 3.29 0.03 -0.262
C -1.32 3.05 -2.39 -0.600
F -0.20 3.56 -3.06 0.070
F -1.95 2.20 -3.14 0.156
F -2.11 4.12 -2.13 0.119
C 3.98 -4.18 1.47 0.019
C 4.35 -2.81 0.96 -0.379
O 3.93 -2.50 -0.12 0.170
N 5.30 -1.95 1.77 0.111
H 5.60 -2.60 2.49 0.151
H 6.23 -1.88 1.38 0.182
C 4.50 -0.71 2.37 0.093
H 3.17 -4.51 0.83 0.103
H 3.58 -4.39 2.46 0.099
H 4.82 -4.86 1.42 0.100
H 5.20 -0.03 2.86 0.106
H 3.57 -0.83 2.93 0.112
H 4.30 -0.32 1.38 0.082
C -4.36 -2.31 1.07 0.030
C -4.56 -1.03 0.34 -0.338
O -4.39 0.08 0.86 0.168
N -5.38 -1.17 -0.98 0.104
H -5.74 -2.10 -1.12 0.153
H -6.27 -0.69 -0.99 0.172
C -4.54 -0.80 -2.24 0.062
H -3.34 -2.57 0.80 0.093
H -5.05 -3.10 0.78 0.091
H -4.50 -2.09 2.13 0.114
H -4.66 0.28 -2.34 0.117
H -5.01 -1.20 -3.13 0.104
H -3.53 -1.21 -2.19 0.083
C 3.26 0.27 -2.70 0.042
C 2.18 -0.68 -3.22 -0.433
O 2.28 -1.84 -3.39 0.174
N 0.87 -0.08 -3.54 0.053
H 0.23 -0.86 -3.52 0.120
H 0.67 0.52 -2.75 0.054
C 0.88 0.60 -4.84 0.038
H 2.80 1.25 -2.63 0.088
H 4.14 0.21 -3.35 0.099
H 3.48 -0.17 -1.72 0.065
H 1.29 -0.04 -5.62 0.117
H 1.44 1.52 -4.63 0.109
H -0.17 0.66 -5.10 0.100
C 1.12 3.15 3.84 -0.446
O -0.01 3.20 4.79 -0.110
O 1.64 4.48 3.72 -0.297
C 2.01 1.94 4.20 -0.537
F 2.32 2.03 5.51 0.107
F 1.32 0.79 4.13 0.082
F 3.10 1.67 3.43 0.093
C -1.23 2.52 4.41 -0.255
C -2.41 3.00 5.31 -0.069
H -2.06 3.15 6.33 0.067
H -2.98 3.85 4.94 0.064
H -3.07 2.14 5.40 0.050
H -1.04 1.44 4.36 0.087
H -1.42 2.55 3.34 0.099
H 0.84 2.98 2.80 0.107
B -2.16 -1.30 -4.56 -1.480
F -1.20 -1.61 -5.53 0.121
F -3.10 -2.24 -4.45 0.185
F -1.44 -1.23 -3.45 0.178
F -2.80 -0.13 -4.97 0.125
```

***

3.
Molecular formula: C15H30BrCl14NO2PS
Method: DFT, the ωB97M-V functional and the def2-TZVPD basis

Max |F|   5.899 eV/Å
E_tot   -10550.580766 Eh
Charge   +1
Molar mass   895.697 u
HOMO-LUMO gap   7.572 eV
E_LUMO   -3.25 eV

The geometry in XYZ format:
```
65
Properties=species:S:1:pos:R:3:lowdin_charge:R:1
C 5.99 0.87 2.53 -0.340
P 4.78 2.24 2.05 0.807
C 5.68 3.84 1.60 -0.249
N 3.60 1.75 0.80 -0.277
C 3.16 0.32 0.70 -0.084
C 1.57 0.36 0.33 -0.235
O 1.00 -0.90 0.80 -0.082
C 1.10 1.54 1.33 -0.252
C -0.18 2.46 0.97 -0.103
C -1.03 2.63 2.34 -0.672
O -0.90 3.61 3.11 -0.009
Br -2.30 1.13 2.74 0.712
C 2.35 2.56 1.22 -0.490
S 2.53 3.16 3.01 0.723
H 6.65 0.51 1.67 0.052
H 5.43 0.02 3.07 0.002
H 6.69 1.32 3.33 0.042
H 5.34 4.63 2.38 0.062
H 6.82 3.78 1.64 0.067
H 5.32 4.23 0.58 0.056
H 3.89 2.11 -0.12 0.161
H 3.39 -0.35 1.60 0.152
H 3.56 -0.32 -0.17 0.162
H 1.27 0.44 -0.77 0.169
H 0.76 -0.79 1.75 0.105
H 1.06 1.31 2.45 0.115
H 0.14 3.51 0.67 0.130
H -0.87 2.02 0.18 0.081
H 2.34 3.38 0.43 0.149
H 2.13 4.50 3.10 -0.069
C -2.89 0.22 -0.91 -1.063
Cl -2.75 1.68 -1.91 0.517
Cl -1.69 -0.99 -1.39 0.573
H -2.72 0.49 0.13 -0.059
H -3.89 -0.19 -1.03 -0.063
C -0.73 -4.25 -0.42 -1.040
Cl -1.01 -4.79 1.24 0.513
Cl -0.82 -5.60 -1.56 0.565
H -1.49 -3.51 -0.69 -0.040
H 0.25 -3.79 -0.49 0.021
C -3.99 -6.79 -2.58 -1.040
Cl -4.37 -8.28 -1.71 0.510
Cl -4.19 -7.01 -4.33 0.521
H -4.66 -6.00 -2.25 0.031
H -2.96 -6.52 -2.38 -0.070
C -5.78 -4.52 -6.82 -1.041
Cl -4.22 -3.79 -7.22 0.488
Cl -7.00 -3.28 -6.53 0.497
H -6.10 -5.14 -7.66 0.031
H -5.66 -5.13 -5.93 -0.025
C -2.40 3.00 -5.34 -1.036
Cl -2.17 4.11 -3.98 0.465
Cl -3.37 3.74 -6.61 0.521
H -1.43 2.73 -5.74 0.029
H -2.91 2.11 -4.98 0.011
C -5.74 2.04 0.70 -0.989
Cl -6.01 1.51 2.37 0.508
Cl -5.84 0.69 -0.43 0.583
H -6.50 2.78 0.44 0.036
H -4.75 2.49 0.63 0.012
C 5.21 -0.79 6.52 -0.994
Cl 5.35 0.65 5.51 0.553
Cl 6.37 -2.03 6.03 0.522
H 5.40 -0.52 7.56 0.033
H 4.20 -1.19 6.42 0.031
```

***

4.
Molecular formula: C15H30CdN7O3
Method: DFT, the ωB97M-V functional and the def2-TZVPD basis

Max |F|   2.730 eV/Å
E_tot   -1366.011505 Eh
Charge   +1
Molar mass   468.863 u
HOMO-LUMO gap   3.999 eV
E_LUMO   -6.32 eV

The geometry in XYZ format:
```
56
Properties=species:S:1:pos:R:3:lowdin_charge:R:1
Cd -1.84 -3.24 -0.72 1.452
C -0.48 -0.15 -0.58 -0.228
O -0.59 -1.55 -0.44 -0.514
H 0.54 0.14 -0.31 0.066
H -0.66 0.08 -1.63 0.070
H -1.18 0.43 0.03 0.064
C 3.02 -2.63 0.70 -0.673
O 4.08 -3.24 0.76 0.030
N 2.73 -1.57 1.51 0.152
N 2.06 -2.76 -0.29 0.145
H 2.09 -0.86 1.22 0.058
H 3.25 -1.44 2.36 0.094
H 1.21 -2.24 -0.13 0.025
H 2.10 -3.62 -0.81 0.103
C -0.31 -4.92 1.54 -0.595
O -0.85 -4.08 0.77 -0.210
N -0.18 -4.61 2.85 0.199
N 0.31 -6.05 1.17 0.219
H -0.61 -3.72 3.06 0.128
H 0.65 -4.86 3.35 0.127
H 0.85 -6.48 1.90 0.128
H 0.37 -6.39 0.23 0.132
C 3.43 1.35 -4.39 -0.104
C 2.91 1.01 -2.99 -0.249
C 2.87 -0.46 -2.60 -0.194
C 2.02 -1.26 -3.49 -0.250
N 1.38 -1.85 -4.24 0.132
H 2.85 0.93 -5.22 0.072
H 4.45 1.01 -4.57 0.078
H 3.45 2.41 -4.62 0.073
H 1.93 1.45 -2.79 0.106
H 3.59 1.50 -2.29 0.111
H 2.36 -0.58 -1.65 0.071
H 3.82 -0.99 -2.54 0.130
C -2.27 3.46 3.47 -0.107
C -0.98 2.97 2.88 -0.279
C 0.15 2.89 3.90 -0.180
C 1.11 1.79 3.66 -0.218
N 1.92 1.01 3.49 0.138
H -2.08 4.34 4.09 0.081
H -2.71 2.67 4.07 0.080
H -2.98 3.76 2.70 0.074
H -0.59 3.64 2.10 0.113
H -1.15 2.06 2.30 0.097
H -0.23 2.85 4.92 0.123
H 0.81 3.75 3.76 0.126
N -5.18 1.94 -1.05 0.024
C -4.91 3.27 -1.26 -0.143
C -3.80 3.45 -2.08 -0.086
C -3.32 2.15 -2.33 -0.132
C -4.13 1.28 -1.67 -0.172
H -5.90 1.47 -0.54 0.141
H -5.49 4.00 -0.72 0.106
H -3.48 4.41 -2.47 0.094
H -2.41 1.89 -2.84 0.089
H -4.02 0.21 -1.50 0.087
```

***

5.
Molecular formula: C15H30ClFNO24S6
Method: DFT, the ωB97M-V functional and the def2-TZVPD basis

Max |F|   0.774 eV/Å
E_tot   -5399.096607 Eh
Charge   -1
Molar mass   855.241 u
HOMO-LUMO gap   3.936 eV
E_LUMO   1.53 eV

The geometry in XYZ format:
```
78
Properties=species:S:1:pos:R:3:lowdin_charge:R:1
F 1.00 4.02 -0.88 -0.132
C 0.25 3.08 -0.15 -0.222
C 0.95 1.72 -0.01 -0.197
C 2.34 1.59 -0.68 -0.494
N 2.37 1.02 -2.00 -0.588
Cl 1.97 2.27 -3.20 0.264
H -0.71 2.96 -0.66 0.104
H 0.04 3.54 0.81 0.082
H 0.31 0.94 -0.43 0.089
H 1.06 1.54 1.06 0.075
H 2.89 2.54 -0.58 0.075
H 2.90 0.86 -0.08 0.077
C 3.60 -2.89 -2.82 -0.140
C 2.31 -2.12 -2.84 -0.145
O 1.36 -3.06 -3.43 -0.193
S 1.74 -4.54 -3.01 0.564
O 0.94 -4.96 -1.91 -0.242
O 1.81 -5.34 -4.19 -0.253
O 3.21 -4.25 -2.48 -0.200
H 4.07 -2.92 -3.81 0.114
H 4.30 -2.51 -2.09 0.136
H 2.35 -1.21 -3.43 0.114
H 1.97 -1.86 -1.84 0.121
C -3.13 -0.17 1.78 -0.149
C -3.07 -0.50 3.26 -0.168
O -2.12 0.44 3.79 -0.199
S -2.20 1.81 2.97 0.594
O -3.00 2.74 3.69 -0.227
O -0.90 2.14 2.54 -0.214
O -3.05 1.26 1.74 -0.173
H -2.27 -0.58 1.24 0.146
H -4.04 -0.51 1.31 0.095
H -2.72 -1.51 3.46 0.115
H -4.03 -0.34 3.74 0.134
C -5.39 -5.11 1.49 -0.150
C -4.34 -4.55 2.42 -0.146
O -4.22 -3.17 2.01 -0.200
S -5.64 -2.63 1.51 0.582
O -6.27 -1.92 2.57 -0.209
O -5.47 -2.04 0.24 -0.206
O -6.35 -4.05 1.35 -0.184
H -4.98 -5.33 0.50 0.137
H -5.88 -5.99 1.89 0.135
H -3.37 -5.03 2.32 0.141
H -4.67 -4.57 3.46 0.136
C -1.72 -0.32 8.58 -0.159
C -0.76 0.47 7.71 -0.151
O 0.12 -0.53 7.18 -0.180
S -0.68 -1.89 6.94 0.595
O -1.10 -1.94 5.59 -0.213
O 0.04 -2.95 7.54 -0.215
O -1.96 -1.52 7.84 -0.191
H -1.27 -0.58 9.54 0.132
H -2.67 0.19 8.74 0.135
H -0.19 1.20 8.28 0.136
H -1.28 0.96 6.88 0.134
C 5.04 -4.09 -8.14 -0.164
C 3.55 -3.82 -8.02 -0.161
O 3.47 -2.75 -7.08 -0.187
S 4.73 -1.78 -7.23 0.597
O 4.38 -0.68 -8.04 -0.209
O 5.32 -1.63 -5.95 -0.213
O 5.63 -2.78 -8.10 -0.194
H 5.41 -4.67 -7.30 0.133
H 5.30 -4.58 -9.07 0.131
H 2.99 -4.68 -7.64 0.137
H 3.12 -3.49 -8.97 0.132
C 1.03 7.77 -1.83 -0.144
C 0.57 7.21 -0.51 -0.152
O 0.61 8.35 0.38 -0.190
S 0.25 9.67 -0.43 0.580
O -1.13 9.99 -0.24 -0.230
O 1.25 10.64 -0.18 -0.232
O 0.43 9.07 -1.89 -0.195
H 2.11 7.88 -1.87 0.135
H 0.69 7.17 -2.68 0.139
H 1.22 6.42 -0.13 0.127
H -0.46 6.84 -0.56 0.137
```

***

6.
Molecular formula: C15H30ClNO21PS5
Method: DFT, the ωB97M-V functional and the def2-TZVPD basis

Max |F|   2.251 eV/Å
E_tot   -5016.455492 Eh
Charge   +1
Molar mass   787.153 u
HOMO-LUMO gap   7.369 eV
Relative energy (zero: lowest compared OMol25 entry of this formula, charge and spin)   0.0 kcal/mol
E_LUMO   -4.53 eV

The geometry in XYZ format:
```
74
Properties=species:S:1:pos:R:3:lowdin_charge:R:1
C 8.21 0.35 5.25 0.002
N 7.46 -0.60 4.43 -0.093
C 6.23 -0.96 4.54 -0.346
P 5.17 -0.26 5.90 0.578
O 3.91 -1.27 5.94 -0.307
Cl 4.53 1.41 4.92 0.358
C 5.80 -1.96 3.50 -0.080
C 7.19 -2.48 2.95 -0.101
C 8.03 -1.25 3.23 -0.103
H 7.76 1.35 5.23 0.099
H 8.34 0.00 6.27 0.110
H 9.20 0.45 4.80 0.105
H 3.91 -1.72 6.80 0.073
H 5.15 -1.56 2.72 0.127
H 5.40 -2.83 4.03 0.125
H 7.41 -3.41 3.48 0.121
H 7.17 -2.65 1.88 0.129
H 9.11 -1.25 3.10 0.142
H 7.72 -0.55 2.44 0.150
C 3.72 1.01 1.44 -0.190
C 2.56 0.05 1.27 -0.162
O 2.53 -0.24 -0.13 -0.242
S 4.02 -0.20 -0.72 0.633
O 4.54 -1.52 -0.76 -0.220
O 4.04 0.65 -1.84 -0.214
O 4.72 0.55 0.54 -0.207
H 3.43 2.03 1.15 0.141
H 4.11 1.02 2.45 0.038
H 1.61 0.46 1.59 0.134
H 2.75 -0.89 1.80 0.133
C -2.38 1.03 -0.07 -0.149
C -3.03 -0.19 -0.67 -0.165
O -1.93 -1.05 -1.02 -0.179
S -0.74 -0.85 0.03 0.614
O -0.82 -1.87 1.02 -0.216
O 0.46 -0.58 -0.67 -0.201
O -1.27 0.51 0.69 -0.192
H -1.98 1.70 -0.84 0.138
H -3.05 1.59 0.58 0.139
H -3.62 0.05 -1.55 0.141
H -3.65 -0.71 0.06 0.128
C 3.64 -0.34 -7.29 -0.165
C 5.08 -0.34 -6.85 -0.166
O 5.14 0.63 -5.80 -0.184
S 3.75 0.64 -5.00 0.619
O 3.87 -0.14 -3.83 -0.237
O 3.27 1.98 -4.95 -0.208
O 2.89 -0.18 -6.08 -0.185
H 3.42 0.51 -7.94 0.134
H 3.35 -1.26 -7.79 0.135
H 5.77 -0.08 -7.65 0.135
H 5.37 -1.31 -6.43 0.133
C -6.35 -2.72 -1.25 -0.153
C -7.18 -3.09 -0.04 -0.151
O -7.61 -1.82 0.49 -0.182
S -7.81 -0.79 -0.71 0.594
O -9.19 -0.76 -1.05 -0.209
O -7.09 0.40 -0.41 -0.230
O -7.04 -1.61 -1.83 -0.182
H -5.34 -2.40 -0.97 0.119
H -6.27 -3.54 -1.97 0.140
H -6.61 -3.64 0.71 0.139
H -8.06 -3.66 -0.32 0.138
C -9.23 3.45 -0.06 -0.165
C -9.83 2.60 -1.15 -0.168
O -11.11 3.19 -1.39 -0.182
S -11.04 4.77 -1.15 0.600
O -10.87 5.42 -2.39 -0.217
O -12.08 5.13 -0.25 -0.215
O -9.64 4.79 -0.37 -0.189
H -9.63 3.19 0.92 0.136
H -8.14 3.39 -0.03 0.130
H -9.93 1.56 -0.86 0.107
H -9.24 2.67 -2.07 0.139
```

***

7.
Molecular formula: C15H30F7O15PV
Method: DFT, the ωB97M-V functional and the def2-TZVPD basis

Max |F|   7.382 eV/Å
E_tot   -3702.782354 Eh
2S+1   4
Molar mass   665.294 u
HOMO-LUMO gap (alpha / beta)   7.559 / 10.365 eV
Relative energy (zero: lowest compared OMol25 entry of this formula, charge and spin)   21.7 kcal/mol
E_LUMO (alpha / beta)   0.26 / 0.26 eV

The geometry in XYZ format:
```
69
Properties=species:S:1:pos:R:3:lowdin_charge:R:1
V -15.95 4.73 25.49 0.995
P -14.61 3.00 22.56 0.166
F -13.83 4.39 22.43 -0.138
F -13.46 2.31 21.65 -0.163
F -13.65 2.50 23.74 -0.153
F -15.41 1.55 22.58 -0.166
F -15.52 3.61 23.71 -0.185
F -15.57 3.45 21.32 -0.150
F -17.33 5.90 26.56 -0.526
C -11.43 5.41 24.63 -0.051
O -11.46 5.02 25.94 -0.033
C -12.62 4.51 26.54 -0.421
O -13.75 4.29 26.05 0.011
O -12.45 4.32 27.84 0.022
C -11.23 4.52 28.52 -0.044
H -12.45 5.30 24.24 0.086
H -10.75 4.65 24.26 0.109
H -10.90 6.35 24.48 0.101
H -10.87 5.51 28.26 0.100
H -10.52 3.74 28.26 0.102
H -11.27 4.43 29.61 0.098
C -13.00 9.58 24.56 -0.071
O -13.40 8.24 24.49 0.019
C -14.28 7.76 25.41 -0.472
O -14.73 6.62 25.37 0.060
O -14.51 8.63 26.41 0.008
C -15.67 8.38 27.13 -0.073
H -12.47 9.80 23.63 0.097
H -12.13 9.81 25.18 0.098
H -13.82 10.27 24.71 0.106
H -15.57 7.48 27.74 0.097
H -16.63 8.32 26.62 0.092
H -15.92 9.19 27.82 0.097
C -16.85 2.98 29.68 -0.034
O -16.24 1.95 28.98 0.032
C -15.74 2.00 27.77 -0.543
O -16.06 2.91 26.89 -0.022
O -14.89 1.10 27.63 0.078
C -14.38 0.85 26.33 0.011
H -16.10 3.66 30.07 0.101
H -17.34 2.64 30.60 0.099
H -17.53 3.52 29.02 0.085
H -15.16 0.71 25.58 0.108
H -13.95 -0.15 26.34 0.106
H -13.77 1.70 26.02 0.084
C -19.57 7.06 24.40 -0.023
O -18.85 7.25 23.19 0.003
C -17.70 6.60 22.89 -0.568
O -17.04 5.77 23.56 0.032
O -17.38 6.93 21.71 0.030
C -16.22 6.36 21.04 0.027
H -19.82 6.00 24.48 0.090
H -20.52 7.60 24.32 0.094
H -19.01 7.38 25.27 0.083
H -15.40 6.27 21.75 0.087
H -15.98 7.20 20.39 0.097
H -16.50 5.45 20.50 0.096
C -19.74 3.55 26.96 -0.018
O -19.91 2.91 25.68 0.052
C -18.99 3.01 24.77 -0.594
O -17.86 3.45 24.90 0.051
O -19.53 2.56 23.66 0.039
C -18.93 2.98 22.41 0.004
H -20.24 4.50 27.17 0.095
H -18.68 3.81 27.06 0.052
H -20.03 3.02 27.87 0.090
H -19.45 2.78 21.47 0.102
H -17.88 2.69 22.30 0.079
H -18.80 4.06 22.43 0.080
```